Formula: C30H50Cl6P2Si2Sn
Source: the OMol25 dataset
Level of theory: the ωB97M-V functional and the def2-TZVPD basis

Gap between HOMO and LUMO (alpha / beta), eV: 4.9333 / 4.9370
E, eV: -147216.405
Total charge: 0
LUMO energy (alpha / beta), eV: -2.29 / -2.29

Element x y z (Å)
1 Sn 0.611 -0.117 0.140
2 C -2.751 -0.153 0.501
3 C -2.653 0.393 -0.805
4 C -2.275 -0.677 -1.674
5 Si -2.952 2.216 -1.191
6 C -2.074 -1.846 -0.896
7 C -2.315 -1.503 0.478
8 Si -2.169 -2.500 2.063
9 H -3.136 0.366 1.381
10 H -2.215 -0.616 -2.770
11 H -1.858 -2.848 -1.269
12 Cl 4.001 -1.460 -3.000
13 C -3.071 -1.598 3.415
14 C -2.821 -4.225 1.813
15 C -4.043 3.054 0.069
16 C -3.869 2.399 -2.804
17 H -3.922 -4.197 1.848
18 H -2.469 -4.875 2.630
19 H -2.521 -4.669 0.854
20 H -2.602 -0.630 3.647
21 H -3.077 -2.219 4.322
22 H -4.112 -1.414 3.112
23 H -4.922 2.144 -2.601
24 H -3.502 1.750 -3.608
25 H -3.824 3.449 -3.134
26 H -4.930 2.441 0.274
27 H -4.371 4.040 -0.306
28 H -3.522 3.215 1.023
29 C -0.319 -2.552 2.541
30 C -1.222 3.017 -1.264
31 P 0.874 -2.537 1.163
32 H -0.142 -3.435 3.184
33 H -0.099 -1.659 3.164
34 P 0.110 1.944 -1.922
35 H -0.928 3.300 -0.234
36 H -1.273 3.945 -1.859
37 C 1.723 2.929 -1.972
38 C -0.374 1.779 -3.739
39 C 0.594 -4.196 0.345
40 C 2.668 -2.557 1.720
41 C 3.364 -1.193 1.617
42 H 3.160 -3.246 1.008
43 C 2.793 -3.096 3.140
44 H 2.307 -2.412 3.848
45 H 3.859 -3.144 3.393
46 H 2.373 -4.100 3.263
47 H 3.310 -0.764 0.609
48 H 4.427 -1.331 1.854
49 H 2.942 -0.479 2.336
50 H -0.490 -4.221 0.148
51 C 0.960 -5.334 1.308
52 C 1.342 -4.306 -0.989
53 H 0.449 -5.262 2.278
54 H 2.046 -5.374 1.475
55 H 0.659 -6.287 0.850
56 H 0.901 -3.651 -1.753
57 H 1.271 -5.342 -1.348
58 H 2.408 -4.050 -0.892
59 H -1.398 1.377 -3.689
60 C 0.523 0.760 -4.451
61 C -0.400 3.121 -4.480
62 H -1.025 3.878 -3.990
63 H -0.824 2.944 -5.481
64 H 0.615 3.519 -4.617
65 H 0.370 -0.256 -4.062
66 H 1.590 1.005 -4.352
67 H 0.271 0.758 -5.520
68 C 2.642 2.551 -0.805
69 C 1.517 4.438 -1.988
70 H 2.193 2.598 -2.915
71 H 1.087 4.785 -1.039
72 H 0.889 4.784 -2.816
73 H 2.503 4.908 -2.104
74 H 2.224 2.883 0.155
75 H 3.611 3.055 -0.943
76 H 2.842 1.471 -0.766
77 C 1.820 -0.890 -1.575
78 H 1.054 -1.405 -2.171
79 H 2.227 -0.055 -2.148
80 H 2.554 -1.613 -1.207
81 Cl -1.803 2.258 2.367
82 C -0.092 2.386 2.103
83 C 0.681 1.194 2.082
84 C 1.374 1.217 3.324
85 Cl 1.244 -0.166 4.407
86 C 1.903 2.405 3.891
87 Cl 2.867 2.379 5.295
88 C 1.596 3.621 3.249
89 Cl 2.394 5.077 3.685
90 C 0.555 3.634 2.307
91 Cl 0.071 5.074 1.472

=====

Formula: C30H50N2O5
Source: the OMol25 dataset
Level of theory: the ωB97M-V functional and the def2-TZVPD basis

Gap between HOMO and LUMO, eV: 7.0553
E, eV: -45089.782
ΔE to the lowest compared entry with this formula, charge and spin, eV: 45.900
Total charge: 0
LUMO energy, eV: 0.15

Element x y z (Å)
1 C 5.299 31.759 -19.112
2 C 4.026 31.487 -19.873
3 C 3.281 30.363 -19.153
4 O 4.392 29.569 -18.803
5 C 5.620 30.426 -18.564
6 H 5.210 32.501 -18.319
7 H 6.062 32.186 -19.763
8 H 4.291 31.167 -20.881
9 H 3.409 32.380 -19.978
10 H 2.655 29.763 -19.814
11 H 2.671 30.715 -18.321
12 H 6.474 30.021 -19.107
13 H 5.834 30.442 -17.496
14 C 4.423 31.074 -16.276
15 C 3.493 29.927 -15.836
16 C 3.570 30.063 -14.283
17 O 4.751 30.698 -14.029
18 C 5.479 31.005 -15.211
19 H 3.966 32.058 -16.174
20 H 4.751 31.002 -17.313
21 H 3.911 28.990 -16.204
22 H 2.473 30.030 -16.205
23 H 3.644 29.050 -13.888
24 H 2.737 30.611 -13.843
25 H 6.144 30.164 -15.410
26 H 6.125 31.881 -15.159
27 C 12.175 31.967 -15.539
28 C 10.811 31.462 -16.037
29 C 9.914 31.669 -14.771
30 O 10.626 32.667 -13.978
31 C 11.766 33.115 -14.689
32 H 12.763 32.282 -16.401
33 H 12.706 31.198 -14.979
34 H 10.589 30.544 -16.582
35 H 10.478 32.251 -16.712
36 H 9.800 30.659 -14.378
37 H 8.914 32.084 -14.899
38 H 12.624 33.515 -14.148
39 H 11.450 33.934 -15.335
40 C 9.119 30.516 -16.261
41 C 7.652 30.671 -15.996
42 C 6.974 30.266 -17.271
43 O 7.851 29.218 -17.697
44 C 9.182 29.378 -17.255
45 H 9.696 30.383 -15.347
46 H 9.545 31.438 -16.657
47 H 7.360 31.675 -15.688
48 H 7.452 29.884 -15.270
49 H 7.078 31.107 -17.957
50 H 5.948 29.904 -17.198
51 H 9.749 29.669 -18.139
52 H 9.635 28.521 -16.756
53 C 8.379 31.140 -20.750
54 C 7.515 30.185 -20.055
55 C 8.431 29.150 -19.491
56 O 9.677 29.895 -19.375
57 C 9.628 31.232 -19.902
58 H 7.822 32.064 -20.906
59 H 8.645 30.802 -21.751
60 H 6.708 29.766 -20.656
61 H 7.107 30.629 -19.147
62 H 8.631 28.440 -20.294
63 H 8.095 28.644 -18.586
64 H 10.559 31.488 -20.407
65 H 9.563 31.831 -18.993
66 N 5.530 28.718 -11.905
67 C 6.559 28.753 -11.052
68 C 7.860 28.998 -11.412
69 C 8.180 29.139 -12.761
70 C 7.101 29.170 -13.640
71 C 5.780 28.951 -13.225
72 H 6.313 28.577 -10.015
73 H 8.695 29.174 -10.749
74 H 9.188 29.256 -13.130
75 H 7.185 29.240 -14.715
76 H 4.905 28.957 -13.858
77 N 9.486 28.875 -14.217
78 C 10.843 28.740 -14.115
79 C 11.529 27.624 -14.708
80 C 10.761 26.903 -15.622
81 C 9.352 26.988 -15.720
82 C 8.749 28.009 -14.937
83 H 11.326 29.425 -13.434
84 H 12.583 27.399 -14.633
85 H 11.268 26.138 -16.191
86 H 8.742 26.282 -16.265
87 H 7.680 28.141 -14.857

=====

Formula: C30H50N2O8S3
Source: the OMol25 dataset
Level of theory: the ωB97M-V functional and the def2-TZVPD basis

SMILES: COCCCCCCCCCCCc1cc2c(c(N=C(C)C)c1S(C)(=O)=O)C(=O)N(CCCS)C2=O.CCOS(C)(=O)=O
Gap between HOMO and LUMO, eV: 7.9984
E, eV: -83785.789
Total charge: 0
LUMO energy, eV: -0.86

Element x y z (Å)
1 C 3.190 -1.356 3.081
2 O 4.300 -0.519 2.881
3 C 4.759 -0.532 1.534
4 C 6.233 -0.187 1.525
5 C 6.838 -0.273 0.126
6 C 6.199 0.640 -0.945
7 C 5.797 2.048 -0.491
8 C 4.779 2.699 -1.469
9 C 3.356 2.854 -0.876
10 C 2.261 2.188 -1.721
11 C 2.397 0.650 -1.681
12 C 2.548 -0.025 -3.043
13 C 1.227 -0.348 -3.753
14 C 0.233 -1.086 -2.882
15 C -0.782 -0.303 -2.340
16 C -1.724 -0.880 -1.525
17 C -1.673 -2.224 -1.225
18 C -0.682 -3.060 -1.726
19 N -0.707 -4.393 -1.362
20 C -0.480 -4.731 -0.161
21 C -0.945 -6.065 0.332
22 C 0.263 -3.877 0.838
23 C 0.279 -2.466 -2.580
24 S 1.540 -3.517 -3.277
25 C 2.919 -3.525 -2.171
26 O 1.042 -4.865 -3.292
27 O 1.992 -2.994 -4.540
28 C -2.801 -2.513 -0.296
29 O -3.072 -3.522 0.298
30 N -3.544 -1.306 -0.142
31 C -5.010 -1.392 -0.305
32 C -5.738 -0.316 0.504
33 C -7.190 -0.681 0.839
34 S -7.734 0.142 2.375
35 C -2.881 -0.264 -0.818
36 O -3.174 0.903 -0.791
37 H 2.886 -1.264 4.123
38 H 2.333 -1.061 2.463
39 H 3.436 -2.410 2.906
40 H 4.578 -1.517 1.088
41 H 4.194 0.241 1.000
42 H 6.770 -0.859 2.195
43 H 6.358 0.825 1.916
44 H 6.697 -1.304 -0.218
45 H 7.918 -0.119 0.144
46 H 6.951 0.776 -1.727
47 H 5.374 0.103 -1.418
48 H 5.356 2.072 0.503
49 H 6.698 2.663 -0.518
50 H 4.689 2.050 -2.342
51 H 5.124 3.688 -1.763
52 H 3.298 2.373 0.105
53 H 3.105 3.905 -0.719
54 H 1.311 2.448 -1.245
55 H 2.249 2.581 -2.739
56 H 1.570 0.236 -1.101
57 H 3.299 0.422 -1.107
58 H 3.171 -0.918 -3.000
59 H 3.087 0.668 -3.696
60 H 0.744 0.589 -4.038
61 H 1.406 -0.895 -4.673
62 H -0.828 0.753 -2.567
63 H -0.091 -6.650 0.680
64 H -1.481 -6.588 -0.454
65 H -1.589 -5.874 1.192
66 H 0.659 -4.505 1.636
67 H -0.415 -3.165 1.314
68 H 1.100 -3.351 0.380
69 H 3.698 -4.048 -2.727
70 H 3.276 -2.534 -1.907
71 H 2.693 -4.095 -1.273
72 H -5.329 -2.391 -0.017
73 H -5.216 -1.262 -1.372
74 H -5.143 -0.091 1.389
75 H -5.749 0.599 -0.088
76 H -7.826 -0.262 0.062
77 H -7.333 -1.753 0.938
78 H -6.694 0.961 2.556
79 O -6.271 4.050 4.498
80 S -6.340 5.054 3.479
81 O -7.146 4.838 2.318
82 O -4.862 5.419 3.025
83 C -4.000 4.317 2.647
84 C -4.289 3.804 1.251
85 C -6.754 6.605 4.194
86 H -4.082 3.524 3.391
87 H -2.991 4.720 2.707
88 H -5.264 3.321 1.200
89 H -3.533 3.076 0.956
90 H -4.290 4.625 0.534
91 H -6.102 6.784 5.044
92 H -7.791 6.539 4.513
93 H -6.637 7.378 3.439

=====

The highest E belongs to which entry?
C30H50N2O5

=====

Among the records above, which one has the highest E?
C30H50N2O5